Record 1
Computed, not measured: a cluster of 2 separate species, C6H14N3 in total in a non-equilibrium geometry, with the ωB97M-V functional and the def2-TZVPD basis.

Structure (ORCA input):
```
! wB97M-V def2-TZVPD RIJCOSX def2/J DEFGRID3
* xyz 1 1
C -1.209 0.974 -0.938
C -0.549 0.048 -1.620
C 0.025 -0.025 0.660
C -1.222 2.035 1.341
C 1.877 -0.178 -1.028
C 0.288 -1.999 -0.733
N -0.740 1.116 0.368
N 0.801 -0.184 1.755
N 0.508 -0.536 -0.632
H -1.996 1.526 -1.280
H -0.618 -0.372 -2.543
H -1.876 -1.468 0.979
H -2.167 1.682 2.007
H -0.413 2.268 2.074
H -1.522 3.056 0.818
H 2.002 -0.060 -2.031
H 2.165 0.643 -0.416
H 2.665 -0.943 -1.033
H 1.041 -2.475 -0.144
H -0.763 -2.171 -0.379
H 0.261 -2.272 -1.855
H 0.922 -1.158 2.076
H 0.519 0.490 2.555
*
```

The LUMO energy (alpha / beta) comes out at -3.5 / -4.1 eV. For the max |F|, the calculation gives 4.184 eV/A. The value obtained for the gap between HOMO and LUMO (alpha / beta) is 9.34 / 6.89 eV. The calculation puts the relative energy (zero: lowest compared OMol25 entry of this formula, charge and spin) at 613.4 kJ/mol.


Record 2
Computed, not measured: a structure of composition C16H22AsBF4O8PS2Tl in a non-equilibrium geometry, with the ωB97M-V functional and the def2-TZVPD basis.

Structure (ORCA input):
```
! wB97M-V def2-TZVPD RIJCOSX def2/J DEFGRID3
* xyz -2 1
Tl 1.368 1.340 1.304
O -2.387 4.463 1.113
As -1.643 3.017 0.308
O -2.894 2.006 0.055
O -0.615 2.603 1.513
C -0.896 3.928 -1.247
C -1.363 5.252 -1.477
C -0.953 5.988 -2.591
C -0.101 5.428 -3.490
C 0.319 4.091 -3.337
C -0.065 3.341 -2.222
S 0.587 1.698 -2.129
O 1.959 1.882 -1.661
O 0.455 1.154 -3.468
O -0.242 1.004 -1.134
H -1.723 4.630 1.817
H -2.041 5.649 -0.746
H -1.274 7.027 -2.753
H 0.279 6.007 -4.277
H 0.905 3.599 -4.130
C 2.542 -3.228 2.268
P 2.122 -2.166 0.914
C 3.583 -1.473 0.196
C 1.358 -3.144 -0.413
O 1.173 -1.121 1.360
H 3.415 -3.846 2.014
H 1.741 -3.979 2.426
H 2.820 -2.639 3.114
H 4.302 -2.276 -0.203
H 4.081 -0.813 0.919
H 3.321 -0.875 -0.672
H 1.864 -4.118 -0.433
H 1.483 -2.716 -1.393
H 0.316 -3.282 -0.224
F 6.747 -0.789 4.362
B 5.677 -1.683 4.225
F 5.345 -2.186 5.475
F 6.093 -2.705 3.349
F 4.547 -1.021 3.634
C -3.627 -0.312 1.963
S -2.146 -1.264 1.685
O -2.145 -2.468 2.609
C -2.575 -1.881 0.120
C -2.972 -3.202 -0.060
C -3.271 -3.585 -1.368
C -3.179 -2.673 -2.431
C -2.809 -1.361 -2.195
C -2.489 -0.929 -0.915
H -4.464 -1.018 2.114
H -3.818 0.395 1.157
H -3.542 0.264 2.876
H -3.126 -3.855 0.798
H -3.644 -4.547 -1.589
H -3.404 -3.010 -3.429
H -2.722 -0.699 -3.043
H -2.271 0.098 -0.656
*
```

The LUMO energy comes out at 4.3 eV. For the max |F|, the calculation gives 2.184 eV/A. The value obtained for the gap between HOMO and LUMO is 8.08 eV. The calculation puts the relative energy (zero: lowest compared OMol25 entry of this formula, charge and spin) at 14.8 kJ/mol.


Record 3
Computed, not measured: an isolated molecule of C9H8O4 in a non-equilibrium geometry, with the ωB97M-V functional and the def2-TZVPD basis.

Structure (ORCA input):
```
! wB97M-V def2-TZVPD RIJCOSX def2/J DEFGRID3
* xyz 0 1
C 0.832 1.985 -0.017
C -0.548 2.144 0.252
C 1.399 0.746 -0.083
C -1.346 1.055 0.046
C 0.560 -0.495 -0.153
C -2.817 1.143 0.323
C 2.973 0.387 0.126
C -0.888 -0.277 -0.561
C 0.314 -2.839 -0.029
O 3.683 0.539 -0.787
O -3.561 0.204 0.176
O 3.005 0.094 1.301
O 1.104 -1.638 0.015
H 1.447 2.944 -0.234
H -0.935 3.128 0.507
H -2.978 1.992 0.901
H -1.431 -1.154 -0.039
H -0.881 -0.517 -1.535
H -0.270 -3.048 0.935
H -0.571 -2.697 -0.839
H 0.909 -3.700 -0.303
*
```

The LUMO energy (alpha / beta) comes out at -2.1 / -2.1 eV. For the max |F|, the calculation gives 6.937 eV/A. The value obtained for the gap between HOMO and LUMO (alpha / beta) is 6.43 / 6.42 eV. The calculation puts the relative energy (zero: lowest compared OMol25 entry of this formula, charge and spin) at 469.6 kJ/mol.


Record 4
Computed, not measured: a structure of composition C48H53AsN4PPtS2Si3 in a non-equilibrium geometry, with the ωB97M-V functional and the def2-TZVPD basis.

Structure (ORCA input):
```
! wB97M-V def2-TZVPD RIJCOSX def2/J DEFGRID3
* xyz 1 5
Pt -0.081 -0.373 0.403
C -1.192 3.059 3.188
C -0.897 1.787 2.697
N -0.207 1.603 1.595
C 0.198 2.655 0.869
C -0.059 3.988 1.282
C -0.756 4.158 2.495
C 0.320 5.053 0.442
C 0.863 4.788 -0.793
C 1.117 3.489 -1.214
C 0.836 2.395 -0.389
N 0.974 1.105 -0.744
C 1.672 0.694 -1.836
C 2.840 1.281 -2.310
C 3.444 0.821 -3.479
C 2.902 -0.205 -4.214
C 1.758 -0.880 -3.741
C 1.138 -1.952 -4.413
C 0.049 -2.563 -3.848
C -0.410 -2.123 -2.600
N 0.132 -1.111 -1.971
C 1.176 -0.465 -2.517
H -1.760 3.165 4.096
H -1.254 0.901 3.204
H -0.962 5.154 2.855
H 0.129 6.072 0.748
H 1.074 5.602 -1.469
H 1.474 3.315 -2.217
H 3.291 2.086 -1.751
H 4.351 1.302 -3.809
H 3.348 -0.511 -5.148
H 1.525 -2.271 -5.369
H -0.455 -3.370 -4.350
H -1.258 -2.591 -2.121
C 2.681 3.015 3.755
Si 2.485 1.206 4.356
C 0.973 1.011 5.517
C 4.052 0.807 5.379
As 2.140 -0.220 2.448
Si 4.239 -0.143 1.334
C 4.549 1.693 0.889
C 4.088 -1.231 -0.229
C 5.712 -0.743 2.391
Si 1.940 -2.393 3.405
C 0.146 -2.452 4.048
C 3.072 -2.746 4.902
C 2.404 -3.557 1.971
H 2.357 3.722 4.511
H 2.108 3.215 2.854
H 3.721 3.239 3.539
H 0.637 1.967 5.903
H 1.220 0.391 6.373
H 0.130 0.549 5.016
H 4.024 1.342 6.324
H 4.956 1.113 4.864
H 4.138 -0.248 5.609
H 3.613 2.230 0.765
H 5.124 1.796 -0.025
H 5.109 2.193 1.672
H 3.043 -1.361 -0.510
H 4.505 -2.219 -0.061
H 4.608 -0.800 -1.078
H 6.081 0.045 3.039
H 6.533 -1.049 1.750
H 5.444 -1.590 3.015
H 0.050 -1.854 4.950
H -0.170 -3.458 4.299
H -0.541 -2.064 3.298
H 2.814 -2.123 5.754
H 4.119 -2.586 4.667
H 2.958 -3.782 5.204
H 1.866 -3.263 1.072
H 2.175 -4.599 2.171
H 3.472 -3.495 1.781
N -1.805 -10.164 1.004
C -1.638 -9.031 0.956
C -1.440 -7.631 0.905
C -1.833 -6.901 -0.221
C -1.631 -5.539 -0.267
C -1.037 -4.871 0.812
C -0.661 -5.607 1.943
C -0.853 -6.970 1.989
C -0.784 -3.482 0.760
C -0.509 -2.293 0.768
H -2.282 -7.413 -1.060
H -1.937 -4.967 -1.133
H -0.230 -5.087 2.785
H -0.551 -7.537 2.856
S -3.434 -0.912 -2.545
P -4.108 -0.215 -0.804
S -2.664 0.676 0.293
C -5.447 0.993 -1.094
C -6.657 0.465 -1.524
C -7.717 1.306 -1.796
C -7.566 2.676 -1.648
C -6.355 3.199 -1.231
C -5.286 2.363 -0.959
C -4.950 -1.511 0.167
C -5.359 -1.225 1.463
C -6.098 -2.161 2.161
C -6.435 -3.367 1.565
C -6.014 -3.651 0.278
C -5.267 -2.724 -0.426
H -6.756 -0.605 -1.647
H -8.661 0.892 -2.111
H -8.397 3.331 -1.857
H -6.246 4.264 -1.108
H -4.333 2.765 -0.645
H -5.103 -0.273 1.910
H -6.424 -1.948 3.167
H -7.032 -4.086 2.105
H -6.278 -4.589 -0.183
H -4.943 -2.925 -1.438
*
```

The expectation value of S² is 6.083. The LUMO energy (alpha / beta) comes out at -3.1 / -5.6 eV. For the max |F|, the calculation gives 1.786 eV/A. The value obtained for the gap between HOMO and LUMO (alpha / beta) is 6.36 / 4.21 eV. The calculation puts the relative energy (zero: lowest compared OMol25 entry of this formula, charge and spin) at 201.6 kJ/mol.